No. 1
Formula: C35H36F4InN4OPS2
Source: the OMol25 dataset
Level of theory: ωB97M-V/def2-TZVPD

As for the total charge: +2. Its HOMO-LUMO gap is 6.84 eV.

Each line ends with the Löwdin charge.
Atoms and positions in Å:
In 0.206 -0.150 0.007  0.993
C 3.588 0.798 0.214  -0.048
C 3.163 0.215 -1.118  -0.231
N 1.780 0.610 -1.493  -0.210
C 1.709 2.079 -1.782  -0.229
C 2.670 2.616 -2.837  -0.038
C 1.319 -0.173 -2.681  -0.156
C -0.192 -0.144 -2.878  -0.194
N -0.866 -0.662 -1.675  -0.104
C -2.257 -0.418 -1.636  -0.193
C -2.808 0.858 -1.557  -0.149
F -1.968 1.920 -1.499  0.073
C -4.172 1.073 -1.494  -0.205
F -4.623 2.324 -1.415  0.119
C -5.051 0.007 -1.492  0.104
C -4.524 -1.268 -1.552  -0.202
F -5.332 -2.325 -1.539  0.123
C -3.155 -1.480 -1.628  -0.146
F -2.691 -2.735 -1.684  0.102
H 4.582 0.436 0.472  0.097
H 2.919 0.486 1.023  0.069
H 3.630 1.886 0.207  0.083
H 3.177 -0.869 -1.065  0.083
H 3.850 0.511 -1.912  0.131
H 1.898 2.600 -0.843  0.092
H 0.679 2.292 -2.073  0.108
H 3.697 2.652 -2.480  0.085
H 2.377 3.635 -3.082  0.092
H 2.645 2.047 -3.764  0.081
H 1.629 -1.204 -2.507  0.105
H 1.829 0.172 -3.580  0.130
H -0.417 -0.786 -3.736  0.139
H -0.530 0.862 -3.148  0.116
H -6.119 0.164 -1.442  0.150
S 0.330 5.706 -0.480  1.068
C 0.242 7.396 -0.270  -0.374
C -0.135 7.733 0.994  -0.147
C -0.355 6.600 1.813  -0.093
C -0.140 5.418 1.153  -0.481
C -0.271 4.064 1.681  -0.158
C -0.113 2.959 0.827  -0.064
N -0.196 1.700 1.225  0.066
C -0.533 1.447 2.512  -0.134
C -0.717 2.473 3.445  -0.106
C -1.097 2.136 4.791  0.016
C -1.337 0.859 5.148  0.016
C -1.223 -0.209 4.191  -0.106
C -1.563 -1.535 4.477  0.094
C -1.508 -2.508 3.493  -0.162
C -1.040 -2.106 2.229  -0.056
N -0.685 -0.868 1.943  0.058
C -0.797 0.086 2.891  -0.134
C -1.922 -3.889 3.732  -0.480
C -2.394 -4.431 4.898  -0.093
C -2.733 -5.801 4.774  -0.146
C -2.515 -6.279 3.519  -0.371
S -1.905 -5.073 2.478  1.058
C -0.550 3.793 3.009  0.096
H 0.468 8.052 -1.093  0.080
H -0.256 8.751 1.328  0.118
H -0.666 6.671 2.844  0.117
H 0.065 3.116 -0.227  0.063
H -1.210 2.938 5.508  0.132
H -1.644 0.616 6.156  0.131
H -1.893 -1.785 5.476  0.135
H -0.963 -2.820 1.418  0.082
H -2.506 -3.883 5.820  0.117
H -3.123 -6.401 5.580  0.119
H -2.690 -7.274 3.145  0.081
H -0.668 4.598 3.722  0.136
C 0.200 -4.073 -1.103  -0.140
P 1.584 -3.427 -0.169  0.626
C 1.816 -4.405 1.311  -0.140
C 3.049 -3.673 -1.176  -0.152
O 1.378 -1.960 0.213  -0.402
H 0.475 -5.021 -1.568  0.078
H -0.073 -3.347 -1.871  0.053
H -0.669 -4.245 -0.469  0.044
H 1.997 -5.448 1.052  0.077
H 0.930 -4.354 1.944  0.025
H 2.673 -4.020 1.864  0.076
H 3.234 -4.743 -1.279  0.074
H 3.919 -3.219 -0.704  0.070
H 2.917 -3.254 -2.173  0.062

***

No. 2
Formula: C28H32F3N7O2PbS
Source: the OMol25 dataset
Level of theory: ωB97M-V/def2-TZVPD

As for the total charge: +2. Its HOMO-LUMO gap is 5.80 eV.

Each line ends with the Löwdin charge.
Atoms and positions in Å:
Pb -0.053 -0.232 -0.425  1.454
C -0.234 0.965 7.539  0.002
C -0.526 1.010 6.083  -0.175
C -1.155 2.160 5.528  0.015
C -1.449 2.192 4.215  0.049
C -1.106 1.092 3.318  -0.155
N -1.243 1.181 2.034  0.190
C -1.407 2.404 1.412  -0.228
C -0.569 3.485 1.719  0.001
C -0.644 4.674 1.021  0.010
C -1.562 4.832 -0.015  -0.222
C -1.637 6.106 -0.800  -0.020
C -2.380 3.747 -0.348  0.042
C -2.295 2.541 0.319  -0.137
N -3.226 1.527 -0.026  -0.101
C -4.570 1.683 -0.129  -0.033
C -5.096 0.465 -0.469  -0.026
C -3.980 -0.384 -0.547  -0.137
N -2.855 0.254 -0.271  -0.006
C -0.574 -0.139 3.943  -0.048
C -0.275 -0.106 5.296  0.048
N -0.285 -1.276 3.243  -0.066
C 0.614 -2.258 3.622  -0.020
C 0.477 -3.286 2.755  -0.004
C -0.537 -2.858 1.859  -0.139
N -0.971 -1.651 2.120  0.059
H -0.111 1.962 7.957  0.100
H 0.646 0.360 7.753  0.103
H -1.082 0.495 8.051  0.122
H -1.437 2.976 6.180  0.137
H -2.009 3.019 3.802  0.134
H 0.215 3.337 2.455  0.127
H 0.033 5.481 1.269  0.133
H -1.254 6.948 -0.228  0.091
H -2.660 6.324 -1.105  0.092
H -1.035 6.020 -1.708  0.099
H -3.089 3.840 -1.161  0.138
H -5.038 2.633 0.068  0.138
H -6.131 0.218 -0.625  0.110
H -3.957 -1.438 -0.779  0.113
H 0.116 -0.987 5.780  0.130
H 1.300 -2.121 4.437  0.137
H 1.025 -4.211 2.747  0.119
H -0.964 -3.406 1.032  0.116
C 0.831 -2.437 -2.922  -0.181
C 1.870 -1.354 -3.180  -0.181
N 1.992 -0.389 -2.071  -0.147
C 2.356 0.966 -2.523  -0.248
C 1.285 1.619 -3.400  -0.412
S -0.448 1.331 -2.911  0.854
C -0.958 -0.002 -4.056  -0.412
C -1.376 -1.331 -3.436  -0.251
N -0.458 -1.914 -2.441  -0.179
H 0.708 -3.036 -3.832  0.135
H 1.204 -3.111 -2.147  0.127
H 2.827 -1.841 -3.383  0.140
H 1.621 -0.802 -4.081  0.097
H 2.711 -0.706 -1.427  0.122
H 2.512 1.568 -1.633  0.098
H 3.292 0.958 -3.092  0.137
H 1.431 2.698 -3.382  0.088
H 1.359 1.320 -4.445  0.080
H -1.816 0.378 -4.611  0.089
H -0.156 -0.120 -4.780  0.073
H -2.329 -1.189 -2.925  0.102
H -1.554 -2.033 -4.260  0.135
H -0.955 -2.695 -2.024  0.111
F 3.909 0.692 2.809  0.199
C 2.878 1.429 2.478  -0.587
F 3.281 2.663 2.239  0.184
F 2.059 1.480 3.556  0.135
C 2.087 0.823 1.304  -0.614
O 1.616 1.641 0.474  -0.092
O 1.913 -0.416 1.319  -0.092

***

No. 3
Formula: C21H32Cl30FN3O4P
Source: the OMol25 dataset
Level of theory: ωB97M-V/def2-TZVPD

As for the total charge: -1. Its HOMO-LUMO gap is 6.93 eV.

Each line ends with the Löwdin charge.
Atoms and positions in Å:
C -7.063 6.208 -1.108  -0.104
C -6.094 5.080 -0.699  -0.287
C -5.257 4.638 -1.893  -0.235
P -3.461 4.013 -1.800  0.698
N -3.120 4.889 -3.356  -0.104
O -3.088 5.416 -0.856  -0.235
C -1.629 3.519 -1.735  -0.248
C -0.874 3.844 -0.451  -0.211
C -0.059 5.136 -0.445  -0.217
F -0.030 5.815 -1.651  -0.092
O -3.851 2.508 -2.941  -0.174
C -4.881 1.801 -2.790  -0.540
N -5.842 1.167 -2.663  0.120
N -3.741 2.911 -0.325  -0.041
C -4.700 3.036 0.732  -0.504
C -4.345 3.847 1.958  0.000
O -5.744 2.443 0.719  0.105
C -2.934 1.801 -0.003  -0.508
C -2.850 0.636 -0.930  -0.042
O -2.398 1.714 1.089  0.057
H -8.002 6.108 -0.580  0.059
H -6.625 7.185 -0.956  0.065
H -7.282 6.105 -2.164  0.063
H -5.518 5.435 0.140  0.076
H -6.739 4.274 -0.373  0.088
H -5.025 5.609 -2.323  0.061
H -5.862 4.191 -2.677  0.085
H -3.963 4.916 -3.919  0.012
H -2.544 4.277 -3.923  0.013
H -3.196 5.220 0.075  0.014
H -1.092 4.047 -2.510  0.008
H -1.475 2.489 -2.029  0.047
H -0.185 3.020 -0.272  0.100
H -1.496 3.840 0.429  0.073
H -0.457 5.820 0.295  0.103
H 0.968 4.935 -0.154  0.097
H -5.083 4.629 2.060  0.075
H -3.357 4.279 1.904  0.067
H -4.436 3.191 2.810  0.086
H -2.741 0.904 -1.966  0.059
H -2.033 -0.016 -0.669  0.047
H -3.777 0.086 -0.877  0.023
C -3.276 -3.198 -0.286  -1.517
Cl -4.661 -2.335 -0.947  0.584
Cl -2.171 -3.678 -1.581  0.498
Cl -2.456 -2.216 0.931  0.578
H -3.633 -4.097 0.194  0.006
C 2.199 2.344 -3.110  -1.528
Cl 1.150 0.964 -2.772  0.544
Cl 1.277 3.795 -3.467  0.629
Cl 3.281 2.646 -1.745  0.489
H 2.803 2.095 -3.971  -0.001
C 7.174 1.333 -1.946  -1.550
Cl 8.824 1.389 -2.563  0.501
Cl 6.835 2.744 -0.944  0.520
Cl 6.004 1.186 -3.254  0.524
H 7.088 0.456 -1.323  0.007
C 11.820 -0.576 -0.428  -1.575
Cl 11.939 -0.030 -2.102  0.517
Cl 10.139 -0.802 0.051  0.507
Cl 12.741 -2.061 -0.181  0.525
H 12.238 0.189 0.211  -0.084
C 0.551 -3.967 2.645  -1.534
Cl -0.352 -5.466 2.410  0.499
Cl 0.770 -3.615 4.360  0.518
Cl 2.103 -4.074 1.812  0.493
H -0.020 -3.161 2.205  -0.029
C -1.246 -7.109 -4.056  -1.555
Cl -0.402 -8.029 -5.304  0.518
Cl -0.948 -7.800 -2.461  0.517
Cl -0.779 -5.414 -4.098  0.512
H -2.306 -7.170 -4.256  0.011
C 4.522 -5.183 -1.459  -1.548
Cl 5.197 -3.815 -2.345  0.525
Cl 4.591 -4.911 0.282  0.492
Cl 2.868 -5.494 -1.971  0.528
H 5.120 -6.054 -1.687  0.009
C -1.647 -6.573 6.621  -1.578
Cl -2.358 -5.152 5.863  0.532
Cl -0.214 -7.105 5.742  0.498
Cl -1.261 -6.257 8.315  0.521
H -2.376 -7.367 6.587  -0.036
C 11.223 1.546 3.324  -1.533
Cl 9.981 2.070 2.193  0.533
Cl 12.659 0.965 2.467  0.566
Cl 11.655 2.841 4.437  0.535
H 10.828 0.723 3.902  0.015
C -1.025 -11.067 6.064  -1.552
Cl -1.663 -9.913 7.232  0.545
Cl -0.646 -12.603 6.843  0.528
Cl -2.151 -11.296 4.729  0.531
H -0.108 -10.657 5.664  0.008

***

Repeat the second record exactly.
Formula: C28H32F3N7O2PbS
Source: the OMol25 dataset
Level of theory: ωB97M-V/def2-TZVPD

As for the total charge: +2. Its HOMO-LUMO gap is 5.80 eV.

Each line ends with the Löwdin charge.
Atoms and positions in Å:
Pb -0.053 -0.232 -0.425  1.454
C -0.234 0.965 7.539  0.002
C -0.526 1.010 6.083  -0.175
C -1.155 2.160 5.528  0.015
C -1.449 2.192 4.215  0.049
C -1.106 1.092 3.318  -0.155
N -1.243 1.181 2.034  0.190
C -1.407 2.404 1.412  -0.228
C -0.569 3.485 1.719  0.001
C -0.644 4.674 1.021  0.010
C -1.562 4.832 -0.015  -0.222
C -1.637 6.106 -0.800  -0.020
C -2.380 3.747 -0.348  0.042
C -2.295 2.541 0.319  -0.137
N -3.226 1.527 -0.026  -0.101
C -4.570 1.683 -0.129  -0.033
C -5.096 0.465 -0.469  -0.026
C -3.980 -0.384 -0.547  -0.137
N -2.855 0.254 -0.271  -0.006
C -0.574 -0.139 3.943  -0.048
C -0.275 -0.106 5.296  0.048
N -0.285 -1.276 3.243  -0.066
C 0.614 -2.258 3.622  -0.020
C 0.477 -3.286 2.755  -0.004
C -0.537 -2.858 1.859  -0.139
N -0.971 -1.651 2.120  0.059
H -0.111 1.962 7.957  0.100
H 0.646 0.360 7.753  0.103
H -1.082 0.495 8.051  0.122
H -1.437 2.976 6.180  0.137
H -2.009 3.019 3.802  0.134
H 0.215 3.337 2.455  0.127
H 0.033 5.481 1.269  0.133
H -1.254 6.948 -0.228  0.091
H -2.660 6.324 -1.105  0.092
H -1.035 6.020 -1.708  0.099
H -3.089 3.840 -1.161  0.138
H -5.038 2.633 0.068  0.138
H -6.131 0.218 -0.625  0.110
H -3.957 -1.438 -0.779  0.113
H 0.116 -0.987 5.780  0.130
H 1.300 -2.121 4.437  0.137
H 1.025 -4.211 2.747  0.119
H -0.964 -3.406 1.032  0.116
C 0.831 -2.437 -2.922  -0.181
C 1.870 -1.354 -3.180  -0.181
N 1.992 -0.389 -2.071  -0.147
C 2.356 0.966 -2.523  -0.248
C 1.285 1.619 -3.400  -0.412
S -0.448 1.331 -2.911  0.854
C -0.958 -0.002 -4.056  -0.412
C -1.376 -1.331 -3.436  -0.251
N -0.458 -1.914 -2.441  -0.179
H 0.708 -3.036 -3.832  0.135
H 1.204 -3.111 -2.147  0.127
H 2.827 -1.841 -3.383  0.140
H 1.621 -0.802 -4.081  0.097
H 2.711 -0.706 -1.427  0.122
H 2.512 1.568 -1.633  0.098
H 3.292 0.958 -3.092  0.137
H 1.431 2.698 -3.382  0.088
H 1.359 1.320 -4.445  0.080
H -1.816 0.378 -4.611  0.089
H -0.156 -0.120 -4.780  0.073
H -2.329 -1.189 -2.925  0.102
H -1.554 -2.033 -4.260  0.135
H -0.955 -2.695 -2.024  0.111
F 3.909 0.692 2.809  0.199
C 2.878 1.429 2.478  -0.587
F 3.281 2.663 2.239  0.184
F 2.059 1.480 3.556  0.135
C 2.087 0.823 1.304  -0.614
O 1.616 1.641 0.474  -0.092
O 1.913 -0.416 1.319  -0.092

***

> What is the formula in the third record?

C21H32Cl30FN3O4P

***

> What is the total charge in the third record?

-1

***

> total charge of number 1 (C35H36F4InN4OPS2)?

+2